Molecular formula: C70H179N13O22
Method: DFT, ωB97M-V with the def2-TZVPD basis set

Values from the calculation:
ΔE to the lowest compared entry with this formula, charge and spin = 1317.04 kJ/mol
Kohn-Sham gap = 9.20 eV
Highest occupied orbital energy = -0.3253 Eh
Net charge = 0
Maximum force = 4.97 eV Å⁻¹

```
284
Properties=species:S:1:pos:R:3:forces:R:3
C -0.839226 -0.822300 0.005705 0.9 1.6 -3.0
O 0.002794 0.133280 0.633475 0.5 0.9 1.4
C 0.335564 1.408490 -0.075835 -0.5 -2.0 0.1
C 0.835854 2.615200 0.746045 1.7 -1.2 0.4
N 2.265404 2.420510 1.359115 -3.2 -0.2 -0.8
C 2.492384 3.483610 2.327795 1.7 -0.7 0.0
C 4.028474 3.428480 2.749335 -2.4 0.5 -1.3
O 4.747544 4.127000 1.726875 -1.2 -0.8 1.4
C 6.037904 4.441040 2.109605 0.9 1.0 -0.9
H -1.437386 -1.535570 0.572775 0.0 0.9 0.6
H -0.360076 -1.395980 -0.787645 1.4 -1.0 0.6
H -1.301876 -0.251520 -0.799455 -2.0 0.3 0.6
H -0.530306 1.697830 -0.671365 -0.4 0.2 0.2
H 1.057884 1.084710 -0.825185 0.5 0.4 0.0
H 0.132054 2.976000 1.496095 0.0 -0.4 0.1
H 0.964974 3.420740 0.023195 -0.4 0.2 -0.2
H 2.800474 2.548800 0.512155 0.8 0.2 0.3
H 1.846194 3.358200 3.196585 0.1 -0.5 0.1
H 2.186144 4.457160 1.945035 0.5 0.5 -0.2
H 4.366994 2.392380 2.744335 -0.1 -0.1 0.3
H 4.050264 3.851000 3.753875 0.8 0.4 0.0
H 6.700374 3.636600 2.429145 -0.3 -0.6 -0.2
H 6.092734 5.190820 2.898855 -0.2 0.3 0.1
H 6.386554 4.863990 1.167445 0.9 0.2 0.3
C 19.383064 14.707770 -3.140065 -1.0 -0.7 -0.8
O 17.973944 14.471320 -2.848345 1.2 0.3 1.3
C 17.297484 13.542420 -3.675365 -1.6 1.1 -0.1
C 15.736424 13.411310 -3.241815 2.2 -1.2 -0.2
N 15.669554 12.676560 -1.942405 -0.9 1.8 -1.7
C 14.342614 12.800020 -1.319935 0.6 -1.2 0.4
C 14.271134 11.635670 -0.360545 -0.7 0.1 0.4
O 14.450694 10.376640 -1.002045 -0.8 0.8 -0.4
C 15.722754 9.828270 -0.925165 1.1 -0.8 0.0
H 19.992774 13.827790 -2.935195 -0.1 -0.1 0.3
H 19.816624 15.575250 -2.642485 -0.7 -0.1 0.5
H 19.514084 14.914970 -4.202145 -0.2 0.0 -0.3
H 17.698624 12.529490 -3.709335 0.3 -0.1 0.5
H 17.446894 13.983950 -4.660665 -0.7 -0.4 -0.6
H 15.301254 12.734990 -3.977555 0.0 0.0 -0.2
H 15.121614 14.310260 -3.286535 0.5 0.5 0.2
H 16.390274 13.062180 -1.349165 -0.1 0.2 0.4
H 13.451574 12.659280 -1.931775 0.7 -0.3 -1.2
H 14.044684 13.732090 -0.839745 0.7 0.5 0.5
H 13.251054 11.724010 0.013295 -0.2 -0.8 0.4
H 14.930904 11.749440 0.499615 0.3 -0.1 0.0
H 15.899514 9.489060 0.095515 0.4 0.1 0.2
H 16.557574 10.395230 -1.337155 -0.2 1.0 0.6
H 15.861244 8.962070 -1.572175 -1.0 -0.4 0.0
C 7.618794 0.926300 12.087025 0.4 0.6 -0.3
O 6.979514 2.189400 11.987545 -0.4 1.1 2.1
C 6.694514 2.767620 13.340285 0.9 -1.3 -1.7
C 7.980694 3.129360 14.140335 -1.6 -0.8 -0.6
N 8.443804 2.106050 15.125335 -1.7 -0.6 -2.5
C 9.465874 2.669890 15.866425 1.5 1.4 3.1
C 9.747884 2.063270 17.269465 0.1 0.4 -0.2
O 8.765574 2.501570 18.199865 -0.3 -0.6 -0.4
C 8.814454 1.995720 19.542725 0.2 1.2 -1.0
H 8.337564 0.957780 11.268205 -0.1 -0.7 -0.2
H 6.891524 0.117860 12.012225 0.0 -0.1 -0.2
H 8.203294 0.806600 12.999245 -0.1 0.1 0.2
H 6.069934 2.029980 13.844155 0.0 0.0 0.4
H 6.071754 3.643290 13.157285 0.3 0.0 -0.1
H 7.679674 4.086890 14.565335 0.4 0.2 0.9
H 8.759834 3.368370 13.416515 0.2 -0.3 0.1
H 7.688654 1.842370 15.742025 -0.3 0.1 0.0
H 9.112584 3.677200 16.086905 0.7 0.8 0.4
H 10.426784 2.754160 15.358835 -0.1 -0.2 -0.4
H 10.692754 2.449240 17.652015 0.4 0.0 -0.3
H 9.840914 0.980260 17.188535 -0.3 -0.3 0.2
H 9.749244 2.249290 20.042685 0.4 -0.1 -0.1
H 8.668984 0.916820 19.596795 -0.4 0.0 0.1
H 8.061654 2.648180 19.985095 -0.3 -0.8 0.5
C -6.948096 1.336270 5.350515 -0.5 1.9 0.2
O -7.968986 2.131530 6.087225 3.1 0.4 -3.9
C -8.812126 1.352030 6.735695 -2.7 -1.2 2.0
C -9.932886 2.228610 7.368615 -0.5 0.8 0.5
N -10.877956 3.158370 6.659075 0.6 -1.0 -2.1
C -11.499716 2.487860 5.453685 -1.4 1.1 1.0
C -12.371246 3.481510 4.581415 1.0 -1.1 -0.1
O -11.639066 4.074460 3.482635 0.0 -0.3 2.4
C -12.516636 4.781310 2.676485 -0.3 0.1 -1.0
H -6.245666 0.955760 6.092075 0.2 0.0 -0.3
H -6.552656 2.037420 4.615595 0.7 0.3 0.6
H -7.242786 0.553920 4.651095 -1.1 -0.5 0.7
H -8.274626 0.856910 7.544425 -0.1 -0.2 0.8
H -9.185496 0.499430 6.168445 -0.4 0.0 -0.6
H -9.435386 2.891470 8.076585 0.2 -0.1 0.1
H -10.605216 1.619560 7.972885 0.2 -0.4 0.0
H -10.400666 3.928700 6.213105 0.7 0.3 0.5
H -12.249846 1.864280 5.940045 0.0 -0.6 -0.4
H -10.768876 1.884610 4.915105 -0.2 0.1 -0.4
H -12.891076 4.163970 5.253825 0.8 0.9 0.2
H -13.262976 3.026590 4.150165 0.2 -1.0 -0.2
H -12.816226 4.104420 1.876385 -0.3 0.2 -0.4
H -12.009856 5.651840 2.260005 0.0 0.0 -0.1
H -13.427076 5.113530 3.175305 0.0 0.1 0.3
C -4.715296 -20.042230 2.048075 1.1 -0.9 -0.8
O -4.111226 -18.766940 2.017795 -0.6 -0.3 2.1
C -4.316336 -18.088480 3.283795 -0.6 2.3 -1.0
C -3.139016 -17.152960 3.588535 -0.8 -1.7 -0.6
N -3.160326 -15.975970 2.682525 0.9 -0.2 1.0
C -2.207716 -15.031480 3.248875 0.3 -0.2 0.9
C -1.787116 -13.928860 2.351155 0.8 0.8 0.0
O -2.652206 -12.853180 2.545815 0.0 1.5 0.2
C -2.062026 -11.549570 2.654475 -1.5 0.5 -0.9
H -4.525486 -20.456300 1.057815 -0.6 0.0 -0.2
H -5.763686 -20.127210 2.334035 -0.2 0.6 -0.2
H -4.179506 -20.744680 2.686505 0.2 0.1 0.5
H -4.725446 -18.590650 4.160465 0.8 -1.3 -0.2
H -5.131456 -17.385910 3.110415 -0.3 0.2 -0.3
H -2.265216 -17.798880 3.502645 0.6 0.3 -0.4
H -3.155576 -16.939160 4.657225 -0.3 0.8 -0.1
H -2.610046 -16.202100 1.866345 -0.7 -0.9 -0.7
H -1.294946 -15.570020 3.503665 0.3 -0.2 0.4
H -2.609546 -14.586500 4.159175 0.0 0.0 0.1
H -1.667346 -14.237420 1.312615 -0.5 -0.1 -0.4
H -0.775196 -13.615190 2.607515 0.2 0.0 0.3
H -1.061526 -11.440370 3.073015 0.1 -0.6 -0.1
H -2.733936 -10.883790 3.196115 -0.1 -0.5 0.8
H -2.159616 -11.040240 1.695755 0.8 -0.2 -0.6
C -9.292266 -0.924340 -1.768295 -1.4 -0.4 0.8
O -9.056556 -0.136730 -2.887115 -0.2 1.6 0.6
C -9.775276 -0.652000 -3.969405 2.0 0.0 -2.5
C -9.477156 0.131380 -5.284225 -1.9 0.1 0.8
N -10.370816 1.316660 -5.357675 0.9 -2.3 0.5
C -10.043726 2.096590 -6.500835 -0.3 1.2 0.1
C -11.000296 3.319340 -6.570315 1.1 -1.5 -1.6
O -10.204226 4.476810 -6.793495 -1.1 0.1 0.5
C -9.361766 4.917900 -5.723495 -0.4 0.0 -0.8
H -10.343296 -0.903410 -1.480235 -0.9 -0.6 -0.9
H -9.037026 -0.543990 -0.779215 1.8 0.3 -0.5
H -8.989126 -1.939390 -2.024925 0.1 -0.2 0.7
H -10.855306 -0.748990 -3.858885 0.0 0.0 0.4
H -9.257106 -1.581320 -4.205995 -0.7 -0.9 0.2
H -9.758986 -0.520180 -6.111345 -0.1 -0.2 -0.1
H -8.420246 0.351890 -5.433925 0.3 0.2 0.4
H -10.218256 1.764040 -4.465105 -0.1 0.8 -0.1
H -10.035406 1.498710 -7.412185 -0.6 -0.3 0.0
H -9.009006 2.439130 -6.489525 0.3 0.4 0.2
H -11.793256 3.221420 -5.828885 0.7 1.0 1.3
H -11.665336 3.146970 -7.416555 0.4 0.6 -0.8
H -8.379376 4.445790 -5.711595 0.0 -0.5 0.0
H -9.845546 4.776730 -4.757005 0.0 0.3 0.1
H -9.170386 5.957430 -5.989685 -0.1 0.1 0.6
C -0.403726 -2.685720 7.720655 0.0 -0.8 0.1
O -1.269906 -3.585650 8.414965 -0.1 0.1 -0.7
C -1.095076 -3.685670 9.793945 1.3 0.7 1.4
C -2.027626 -4.703030 10.415415 -1.4 1.9 -1.9
N -3.415346 -4.092940 10.441645 0.2 -1.3 0.5
C -4.360136 -5.098400 10.950495 -0.8 1.4 0.6
C -5.708146 -4.481210 11.445595 0.9 -1.7 0.0
O -5.564046 -4.019760 12.760375 -1.0 1.2 -0.3
C -6.657646 -3.171350 13.147395 0.8 0.6 0.5
H -0.780266 -2.622620 6.699705 -0.1 0.2 0.2
H 0.601514 -3.100280 7.645005 0.2 -0.2 0.1
H -0.289786 -1.702500 8.177155 -0.5 0.1 0.2
H -1.125296 -2.692100 10.241155 -0.8 0.3 0.2
H -0.093146 -3.966020 10.118965 0.7 -0.5 -0.7
H -1.695806 -5.022860 11.403185 -0.2 0.1 -0.1
H -1.996826 -5.478950 9.650485 0.0 -0.9 0.4
H -3.766906 -4.051250 9.495725 0.8 0.8 -0.5
H -3.843376 -5.577720 11.781945 -0.6 -0.4 0.1
H -4.654506 -5.789610 10.160755 0.3 -0.6 0.1
H -6.396746 -5.326130 11.452845 -0.4 -0.3 0.0
H -6.174566 -3.760850 10.773545 0.5 0.4 -0.2
H -7.266436 -2.701750 12.374775 0.1 -0.7 -0.8
H -6.201276 -2.273560 13.564285 0.0 -0.2 0.7
H -7.332206 -3.661580 13.849355 0.1 -0.1 0.1
C -2.171036 -9.876140 -4.803605 0.3 -0.7 3.4
O -3.355946 -9.323520 -5.186715 -0.6 1.1 -1.7
C -4.429886 -10.179470 -5.509615 -0.5 1.3 -0.6
C -5.598846 -9.637670 -4.672805 -0.2 -1.0 0.0
N -6.876326 -10.252000 -5.020125 -1.1 -0.6 -1.0
C -7.627456 -9.666720 -6.178645 1.7 1.2 1.1
C -8.861116 -10.387470 -6.576495 1.0 -0.5 -0.8
O -9.526706 -9.467460 -7.426355 0.4 0.4 1.2
C -10.357936 -10.054810 -8.380555 0.3 -0.4 0.7
H -2.462976 -10.650860 -4.094615 0.4 -1.1 -0.1
H -1.801356 -9.183270 -4.047705 0.8 0.4 -0.5
H -1.358536 -10.255610 -5.423245 -0.5 0.3 -0.9
H -4.167786 -11.219000 -5.312685 -0.3 -0.1 0.1
H -4.657106 -10.017320 -6.563265 0.0 -0.5 -0.3
H -5.665256 -8.550060 -4.701015 0.4 0.2 -0.2
H -5.269776 -9.945920 -3.680435 -0.7 0.2 0.4
H -7.584736 -10.111800 -4.314015 0.6 -0.3 0.8
H -6.996216 -9.519550 -7.054985 0.1 0.0 0.1
H -7.982106 -8.693770 -5.838535 0.1 0.6 -0.3
H -9.343976 -10.753620 -5.670465 -0.9 0.2 -0.1
H -8.531546 -11.256360 -7.146155 -0.3 -0.4 -0.2
H -10.804066 -9.230410 -8.936815 -0.2 -0.4 0.0
H -11.043306 -10.675090 -7.802945 -0.7 -0.1 -0.6
H -9.737676 -10.697600 -9.005215 -0.2 -0.1 -0.5
C 2.584634 -1.502830 -7.395285 0.3 0.6 -2.5
O 3.082344 -1.505960 -8.776645 0.2 -0.9 -0.1
C 2.195274 -2.024810 -9.811475 -0.3 1.0 2.1
C 2.378164 -1.193550 -11.059395 0.4 0.3 -0.4
N 2.325864 0.275080 -10.855355 0.8 -0.4 -0.8
C 3.224554 1.086920 -11.766755 -1.0 0.4 1.0
C 2.673964 2.516040 -11.736945 1.0 0.1 -1.2
O 3.456084 3.304050 -12.729135 -2.8 -1.0 1.1
C 2.580504 4.341290 -13.086805 1.1 2.8 -0.9
H 2.445254 -2.509780 -7.001945 0.1 0.1 0.1
H 1.655204 -0.941980 -7.493845 -0.3 -0.1 0.8
H 3.349774 -0.909860 -6.894235 -0.3 -0.3 0.4
H 1.212464 -1.947030 -9.346565 -0.6 0.3 -0.5
H 2.298134 -3.093380 -10.000355 0.6 -0.1 -0.1
H 1.627674 -1.507690 -11.784775 -0.1 0.1 -0.1
H 3.342664 -1.487050 -11.473765 0.3 0.0 -0.2
H 2.683864 0.423440 -9.922665 0.0 0.1 0.2
H 3.271904 0.788280 -12.813985 -0.7 -0.4 0.1
H 4.277054 1.102310 -11.483715 0.1 -0.1 0.5
H 2.684144 3.035990 -10.779005 0.5 -0.2 0.3
H 1.624684 2.559840 -12.028815 0.0 -0.5 -0.2
H 2.465054 5.103030 -12.315745 0.6 0.1 0.6
H 1.532514 4.323120 -13.385975 -0.3 -2.0 -0.1
H 3.027164 4.861800 -13.933955 0.3 0.1 0.0
C -6.813936 5.347760 -1.096895 2.4 -0.2 -1.1
C -6.153256 6.169200 0.063625 -2.5 -2.1 -1.1
C -6.289546 7.597110 -0.362725 1.1 0.8 -0.1
O -5.796816 7.879980 -1.678535 0.5 0.3 -0.5
C -4.422076 7.582480 -1.991285 -0.6 -0.5 0.3
N -7.072796 5.913480 1.182035 1.0 1.0 0.9
H -6.305916 5.653870 -2.011395 -0.6 0.4 -0.5
H -7.894616 5.478060 -1.153925 0.2 0.2 0.0
H -6.565756 4.288020 -1.155675 -0.3 -0.3 0.9
H -5.144396 5.847090 0.321615 0.0 0.1 -0.1
H -5.826576 8.241180 0.384895 0.2 0.3 0.0
H -7.350826 7.845300 -0.375945 0.0 0.1 -0.2
H -4.206276 7.590140 -3.059675 -0.9 0.3 -0.2
H -4.217456 6.544300 -1.729695 0.4 0.0 0.5
H -3.693376 8.285020 -1.586895 -0.2 0.0 0.6
H -7.988406 6.114060 0.805835 -0.3 -0.3 0.4
H -7.001746 4.937420 1.431755 -0.3 0.0 0.0
C -3.704616 2.759980 -10.751715 0.6 0.2 1.3
C -3.141556 3.712750 -9.657165 -0.5 1.2 -0.1
C -3.640966 5.128400 -9.920095 2.3 -0.4 -1.7
O -2.879526 6.148270 -9.260035 -2.0 0.4 0.7
C -3.433296 7.480540 -9.560065 1.4 -1.5 0.5
N -3.599056 3.340250 -8.335035 -0.4 -1.2 0.0
H -4.787506 2.700240 -10.642755 0.0 -0.2 0.0
H -3.226916 1.810770 -10.508995 -0.4 -0.4 -0.3
H -3.463226 3.016790 -11.783155 0.2 0.2 0.2
H -2.058686 3.635360 -9.559735 0.4 0.5 -1.1
H -4.725716 5.096190 -9.818205 -0.1 0.6 0.4
H -3.329926 5.246420 -10.958085 -0.8 0.3 -0.7
H -4.520926 7.531510 -9.509325 0.0 -0.2 0.0
H -3.048686 7.726950 -10.549745 -0.3 0.4 -0.1
H -2.995386 8.115300 -8.789735 -0.1 0.2 -0.2
H -3.094836 2.470720 -8.236105 -0.3 -0.5 1.0
H -3.189136 3.982940 -7.672445 0.1 0.1 0.2
C 6.398794 3.200660 -5.927345 -0.2 0.3 -0.5
C 6.673434 4.342210 -4.914935 1.0 -1.1 -0.2
C 6.487124 5.713650 -5.542215 -1.4 0.0 -0.3
O 7.174224 5.787810 -6.791945 1.2 0.8 1.0
C 7.795644 7.102310 -6.922935 -0.9 -1.4 0.0
N 5.961254 4.005690 -3.671455 -0.3 0.0 0.0
H 5.332264 3.033050 -6.077395 -0.2 0.3 0.1
H 6.785624 2.207490 -5.699225 0.3 0.2 0.7
H 6.820424 3.435400 -6.904705 0.0 0.2 0.1
H 7.728034 4.288110 -4.644755 0.5 0.1 -0.5
H 6.713104 6.536580 -4.864125 0.8 -0.1 0.2
H 5.440924 5.937640 -5.750515 -0.5 -0.4 -0.1
H 8.403104 7.368560 -6.057945 0.0 -0.2 0.2
H 6.934034 7.766880 -6.986885 0.5 0.7 -0.4
H 8.445264 7.057890 -7.797065 -0.4 0.2 -0.1
H 6.050434 4.668340 -2.914455 0.0 0.7 -0.2
H 6.534514 3.252030 -3.320105 -0.4 -0.6 0.2
C 7.746764 -6.951590 0.217245 0.6 0.0 -0.2
C 7.470374 -5.776390 -0.741685 0.3 -0.9 0.6
C 8.729784 -4.865720 -0.889585 -0.8 0.0 1.0
O 8.976244 -4.146430 0.310415 -1.1 0.3 -0.3
C 7.860704 -3.348450 0.779635 1.9 0.9 0.9
N 7.023144 -6.293000 -2.009375 -0.1 -0.1 -0.6
H 7.025724 -7.757690 0.352985 -0.8 0.6 -0.4
H 7.952984 -6.556310 1.211895 0.4 -0.1 -0.1
H 8.586324 -7.504190 -0.204535 0.6 0.1 0.4
H 6.630844 -5.256980 -0.279615 0.1 0.6 -0.2
H 8.632494 -4.185300 -1.735545 -0.5 0.3 -0.2
H 9.664484 -5.382500 -1.107265 -0.2 -0.6 0.2
H 7.214544 -2.846170 0.059725 -0.1 -0.7 -0.5
H 8.383834 -2.514640 1.247815 0.0 0.2 0.1
H 7.335444 -3.796230 1.623265 -0.4 -0.5 -0.5
H 7.094044 -5.561790 -2.702485 -0.2 0.1 -0.3
H 7.658144 -7.013790 -2.321375 0.1 -0.3 -0.1
```
Positions in Å, forces in eV/Å.